Record 1
The following is a DFT calculation (ωB97M-V/def2-TZVPD) of C6H8 in the gas phase.

The geometry in XYZ format:
```
14
Properties=species:S:1:pos:R:3:forces:R:3
C 1.354183 -0.651900 -0.863652 0.0 0.0 0.0
C 0.907908 0.461110 0.052882 0.1 -0.1 0.1
C -0.149462 1.438373 -0.363790 -0.1 0.0 -0.1
C -0.450892 0.417017 0.711441 -0.1 -0.1 0.2
C -1.420307 -0.651324 0.572176 -0.4 -0.3 0.2
C -2.306573 -1.459385 0.711824 0.4 0.5 0.0
H 0.519305 -1.034087 -1.461110 0.1 0.1 0.1
H 1.753018 -1.491187 -0.283293 0.0 0.1 -0.1
H 2.137052 -0.305068 -1.546900 -0.1 -0.1 0.1
H 1.684743 0.851561 0.709386 -0.1 0.0 -0.2
H -0.626242 1.289403 -1.328849 0.1 0.0 0.1
H -0.079487 2.478017 -0.051404 0.0 -0.2 -0.1
H -0.491838 0.800661 1.724654 0.1 0.1 0.0
H -3.137488 -2.083246 0.956121 0.2 -0.1 -0.3
```
Positions in Å, forces in eV/Å.

Output
* lowest unoccupied orbital energy: 1.13 eV
* structure (SMILES): C#C[C@@H]1C[C@@H]1C
* charge: 0
* relative energy (zero: lowest compared OMol25 entry of this formula, charge and spin): 41.4 kcal per mole
* HOMO: -9.346 eV
* HOMO-LUMO gap: 10.4770 eV

***

Record 2
The following is a DFT calculation (ωB97M-V/def2-TZVPD) of C6H8 in the gas phase in a non-equilibrium geometry.

The geometry in XYZ format:
```
14
Properties=species:S:1:pos:R:3:forces:R:3
C -1.059030 -0.593700 -0.519124 -0.2 -0.3 0.1
C -0.155779 -0.611831 0.748001 -0.2 -0.3 0.7
C 1.063922 -0.662013 -0.148999 -0.3 0.2 0.4
C 0.001904 0.395729 -1.042576 2.1 -1.3 0.9
C -0.084866 1.524021 -0.040711 0.4 -0.2 0.4
C -0.166815 0.874953 1.126381 -0.1 0.2 0.0
H -2.067449 -0.192399 -0.362269 0.2 0.0 -0.2
H -1.100661 -1.536221 -1.070094 0.1 0.0 0.1
H -0.269862 -1.345073 1.542377 -0.2 0.0 0.3
H 1.240581 -1.618390 -0.676005 -0.3 0.4 0.1
H 2.016489 -0.232933 0.187373 -0.4 0.0 0.0
H 0.846169 0.147248 -1.655476 -1.0 1.4 -2.8
H -0.110264 2.592501 -0.226771 0.2 -0.2 0.0
H -0.154340 1.258109 2.137893 -0.3 0.1 -0.1
```
Positions in Å, forces in eV/Å.

Output
* lowest unoccupied orbital energy: 1.17 eV
* structure (SMILES): C1=C[C@H]2C[C@@H]1C2
* charge: 0
* relative energy (zero: lowest compared OMol25 entry of this formula, charge and spin): 76.2 kcal per mole
* HOMO: -8.383 eV
* HOMO-LUMO gap: 9.5506 eV

***

Record 3
The following is a DFT calculation (ωB97M-V/def2-TZVPD) of C6H8 in the gas phase.

The geometry in XYZ format:
```
14
Properties=species:S:1:pos:R:3:forces:R:3
C -0.614334 -0.623293 -1.312870 -0.1 -0.1 -0.1
C -0.388681 0.524424 -0.301792 0.1 0.0 0.1
C -0.788521 0.073467 1.117974 0.0 -0.1 0.0
C 0.419318 -0.528109 1.784335 0.0 0.3 -0.3
C 1.516655 -0.030676 0.960902 0.0 0.0 0.1
C 1.091155 0.632563 -0.138925 0.0 -0.1 0.0
H 0.123772 -0.594640 -2.121553 -0.2 0.0 0.0
H -1.612362 -0.601330 -1.757299 0.1 0.0 0.1
H -0.861973 1.449199 -0.655513 0.1 -0.1 0.1
H -1.680754 -0.560691 1.163794 0.2 0.1 0.0
H -1.007136 0.944443 1.760137 0.0 -0.1 -0.1
H -0.481925 -1.576757 -0.789364 0.0 0.1 -0.1
H 2.564492 -0.213615 1.183959 -0.2 0.1 0.1
H 1.720294 1.105017 -0.893785 0.0 -0.1 0.1
```
Positions in Å, forces in eV/Å.

Output
* lowest unoccupied orbital energy: -0.36 eV
* charge: 0
* relative energy (zero: lowest compared OMol25 entry of this formula, charge and spin): 65.9 kcal per mole
* HOMO: -8.093 eV
* HOMO-LUMO gap: 7.7296 eV

***

Record 4
The following is a DFT calculation (ωB97M-V/def2-TZVPD) of C6H8 in the gas phase.

The geometry in XYZ format:
```
14
Properties=species:S:1:pos:R:3:forces:R:3
C -2.708253 0.733355 -0.626763 0.1 0.0 0.1
C -1.459256 0.411530 -0.401940 0.1 0.0 -0.1
C -0.225704 0.081502 -0.138941 -0.4 0.1 0.1
C 0.543390 -1.236155 -0.152683 -0.1 -0.1 0.0
C 1.779687 -0.477913 0.403562 0.1 0.0 0.0
C 0.949882 0.831803 0.477807 0.0 0.2 0.0
H -3.075998 1.064370 -1.598779 0.2 -0.1 0.2
H -3.431193 0.684362 0.185928 0.1 0.0 -0.2
H 0.121276 -1.986641 0.524163 0.1 0.1 -0.1
H 0.673438 -1.692589 -1.139371 0.0 0.1 0.2
H 2.151198 -0.843318 1.366021 0.0 0.1 -0.2
H 2.609999 -0.424509 -0.305801 -0.1 0.0 0.2
H 1.337145 1.683859 -0.089299 -0.1 -0.2 0.0
H 0.734388 1.170344 1.496095 0.1 0.0 -0.1
```
Positions in Å, forces in eV/Å.

Output
* lowest unoccupied orbital energy: 1.14 eV
* structure (SMILES): C=C=C1CCC1
* charge: 0
* relative energy (zero: lowest compared OMol25 entry of this formula, charge and spin): 37.4 kcal per mole
* HOMO: -9.028 eV
* HOMO-LUMO gap: 10.1685 eV